Entry 1:
16
Properties=species:S:1:pos:R:3:lowdin_charge:R:1 method="wB97M-V/def2-TZVPD" de_lowest_kj_mol=113.22 e_homo_ev=-2.59 gap_ev=6.827 lumo_energy_ev=4.23 charge=-1
C 2.541 0.000 0.513 -0.073
C 1.235 -0.276 0.423 -0.262
N 0.728 -1.497 0.055 -0.103
C -0.575 -1.622 -0.565 -0.136
H 3.305 -0.731 0.272 0.013
H 2.853 0.993 0.815 0.012
H 0.421 0.437 0.592 0.084
H 1.420 -2.189 -0.188 0.101
H -1.183 -2.363 -0.034 0.058
H -1.103 -0.639 -0.461 0.043
H -0.518 -1.892 -1.624 0.059
C -1.912 2.173 -0.376 -0.444
O -1.523 1.011 0.211 -0.439
H -1.892 3.041 0.322 0.027
H -1.259 2.475 -1.234 0.033
H -2.942 2.123 -0.795 0.026

=====

Entry 2:
115
Properties=species:S:1:pos:R:3:lowdin_charge:R:1 method="wB97M-V/def2-TZVPD" de_lowest_kj_mol=1306.15 e_homo_ev="-2.53 / -1.30" gap_ev="4.355 / 3.123" lumo_energy_ev="1.82 / 1.82" charge=-1
Pb 1.449 -0.039 0.950 0.870
C -5.287 5.421 1.459 -0.064
C -4.124 4.475 1.340 -0.286
C -2.940 4.870 0.716 -0.038
C -1.870 3.987 0.607 -0.057
C -1.972 2.695 1.119 -0.341
C -3.132 2.315 1.792 -0.068
C -4.203 3.197 1.895 -0.042
S -0.629 1.496 0.921 1.006
O 0.713 2.337 0.967 -0.563
C -1.056 1.255 -0.875 -0.297
C -0.347 1.934 -1.829 -0.137
C -0.555 1.702 -3.192 -0.048
C -1.460 0.728 -3.625 -0.199
C -1.615 0.476 -5.001 -0.070
C -2.482 -0.512 -5.455 -0.144
C -3.198 -1.265 -4.537 -0.133
C -3.055 -1.016 -3.171 -0.047
C -2.201 -0.005 -2.673 -0.141
C -2.042 0.291 -1.278 -0.161
C -2.888 -0.427 -0.302 -0.143
C -4.305 -0.182 -0.289 -0.116
C -4.933 0.806 -1.084 -0.005
C -6.301 1.015 -1.057 -0.085
C -7.109 0.241 -0.223 -0.102
C -6.533 -0.721 0.582 -0.046
C -5.141 -0.936 0.569 -0.185
C -4.579 -1.890 1.422 -0.041
C -3.216 -2.071 1.461 -0.064
C -2.364 -1.345 0.610 -0.264
S -0.578 -1.499 0.911 0.813
O -0.477 -2.169 2.243 -0.471
C -0.361 -2.819 -0.307 -0.342
C -0.698 -4.135 -0.017 -0.072
C -0.486 -5.139 -0.960 -0.078
C 0.084 -4.841 -2.197 -0.300
C 0.315 -5.915 -3.222 -0.058
C 0.424 -3.519 -2.483 -0.027
C 0.215 -2.517 -1.540 -0.063
H -5.184 6.265 0.773 0.071
H -5.353 5.810 2.479 0.078
H -6.221 4.910 1.210 0.076
H -2.844 5.870 0.302 0.108
H -0.958 4.311 0.115 0.115
H -3.221 1.325 2.230 0.114
H -5.107 2.875 2.404 0.114
H 0.385 2.654 -1.535 0.070
H 0.022 2.269 -3.910 0.088
H -1.051 1.049 -5.731 0.095
H -2.589 -0.697 -6.519 0.081
H -3.869 -2.049 -4.875 0.083
H -3.627 -1.643 -2.492 0.105
H -4.344 1.445 -1.736 0.125
H -6.742 1.784 -1.684 0.097
H -8.183 0.399 -0.199 0.093
H -7.173 -1.307 1.236 0.104
H -5.203 -2.472 2.094 0.107
H -2.802 -2.772 2.180 0.103
H -1.116 -4.392 0.953 0.115
H -0.756 -6.162 -0.712 0.113
H 0.228 -6.911 -2.782 0.071
H 1.321 -5.830 -3.644 0.076
H -0.418 -5.829 -4.029 0.083
H 0.866 -3.261 -3.441 0.119
H 0.518 -1.502 -1.778 0.102
O 1.412 -0.036 2.802 -0.665
I 7.496 1.039 -0.292 0.888
C 5.817 0.307 0.560 -0.812
C 5.738 -0.584 1.602 -0.141
N 4.414 -0.772 1.818 0.027
N 3.627 -0.065 0.988 -0.094
C 4.492 0.597 0.216 -0.161
H 6.483 -1.088 2.196 0.118
H 3.970 -1.363 2.510 0.150
H 4.115 1.254 -0.553 0.105
C 4.366 3.117 2.791 -0.156
Si 2.555 2.650 2.625 0.519
C 2.190 1.300 3.890 -0.295
C 1.486 4.137 3.038 -0.151
N 2.202 2.037 0.977 -0.265
C 2.396 2.781 -0.188 -0.332
C 2.148 2.175 -1.429 -0.133
C 2.349 2.846 -2.646 -0.095
C 2.798 4.152 -2.654 -0.108
C 3.052 4.785 -1.446 -0.096
C 2.858 4.110 -0.246 -0.025
H 4.590 3.396 3.824 0.031
H 4.631 3.964 2.152 0.018
H 5.010 2.274 2.522 0.011
H 2.413 1.666 4.912 0.023
H 2.813 0.422 3.702 0.018
H 1.138 1.002 3.859 0.032
H 1.646 4.439 4.077 0.032
H 0.428 3.898 2.915 0.024
H 1.717 4.996 2.402 0.020
H 1.800 1.149 -1.448 0.071
H 2.149 2.331 -3.571 0.099
H 2.952 4.674 -3.591 0.092
H 3.408 5.808 -1.427 0.094
H 3.081 4.653 0.666 0.079
C 4.630 -4.431 0.743 -0.040
C 3.149 -4.510 1.136 -0.555
C 2.424 -5.465 0.196 -0.036
C 3.021 -5.016 2.578 -0.033
C 2.548 -3.159 1.039 -0.032
N 2.131 -2.086 0.964 0.080
H 5.106 -5.414 0.807 0.090
H 5.181 -3.749 1.398 0.075
H 4.751 -4.066 -0.282 0.096
H 2.852 -6.471 0.250 0.098
H 2.491 -5.128 -0.842 0.094
H 1.368 -5.538 0.446 0.067
H 3.460 -6.013 2.685 0.089
H 1.974 -5.076 2.887 0.098
H 3.530 -4.349 3.281 0.089

=====

Entry 3:
68
Properties=species:S:1:pos:R:3:lowdin_charge:R:1 method="wB97M-V/def2-TZVPD" de_lowest_kj_mol=15.18 e_homo_ev=-9.36 gap_ev=6.979 lumo_energy_ev=-2.38 charge=+1
Lu 0.254 0.142 0.574 1.510
C -0.397 1.457 3.566 -0.083
C -1.290 0.388 3.517 -0.107
C -0.821 -0.910 3.395 -0.101
C 0.556 -1.151 3.361 -0.139
C 1.444 -0.091 3.435 -0.148
C 0.967 1.220 3.519 -0.099
H -0.776 2.468 3.629 0.120
H -2.353 0.580 3.542 0.113
H -1.516 -1.737 3.341 0.115
H 0.928 -2.166 3.301 0.109
H 2.510 -0.265 3.425 0.091
H 1.670 2.042 3.556 0.115
C -2.769 -3.591 -2.658 -0.026
N -2.207 -2.253 -2.508 -0.138
C -3.089 -1.165 -2.915 -0.021
C -1.173 -1.953 -1.687 -0.391
N -0.990 -0.803 -1.135 0.043
N -0.237 -2.961 -1.501 0.159
C 0.691 -3.014 -0.487 -0.472
N 1.518 -4.085 -0.550 0.186
N 0.732 -2.127 0.451 -0.002
H -2.959 -3.792 -3.712 0.099
H -3.709 -3.671 -2.108 0.104
H -2.104 -4.359 -2.275 0.080
H -3.728 -1.528 -3.716 0.099
H -2.505 -0.330 -3.302 0.096
H -3.720 -0.812 -2.093 0.097
H -1.800 -0.200 -1.232 0.030
H -0.218 -3.699 -2.183 0.143
H 1.556 -4.674 -1.363 0.115
H 2.306 -4.128 0.073 0.109
H 1.487 -2.343 1.095 0.030
C 0.125 1.929 -2.237 -0.086
N 0.314 2.249 -0.813 -0.353
C 1.570 3.010 -0.683 -0.119
C -0.790 3.142 -0.368 -0.173
C -2.052 2.362 -0.111 -0.284
C -3.289 2.815 -0.564 -0.046
C -4.435 2.087 -0.281 -0.090
C -4.331 0.909 0.450 -0.106
C -3.081 0.472 0.881 -0.180
C -1.896 1.178 0.622 -0.253
H 0.211 2.838 -2.843 0.102
H -0.862 1.503 -2.395 0.067
H 0.883 1.216 -2.566 0.087
H 1.512 3.940 -1.261 0.103
H 2.410 2.424 -1.042 0.039
H 1.740 3.257 0.364 0.081
H -0.926 3.946 -1.103 0.129
H -0.460 3.617 0.560 0.124
H -3.360 3.737 -1.132 0.111
H -5.402 2.436 -0.620 0.103
H -5.221 0.336 0.684 0.100
H -3.052 -0.469 1.431 0.082
C 3.787 0.111 -1.341 -0.265
Si 3.133 0.200 0.454 0.393
C 4.170 1.522 1.338 -0.252
C 3.871 -1.447 1.110 -0.263
H 4.878 0.012 -1.339 0.028
H 3.548 0.969 -1.973 0.000
H 3.387 -0.773 -1.848 0.010
H 5.233 1.390 1.114 0.029
H 4.063 1.444 2.425 0.010
H 3.906 2.544 1.063 0.006
H 4.963 -1.392 1.066 0.034
H 3.587 -2.288 0.466 -0.009
H 3.610 -1.712 2.138 0.007

=====

Entry 4:
47
Properties=species:S:1:pos:R:3:lowdin_charge:R:1 method="wB97M-V/def2-TZVPD" multiplicity=5 e_homo_ev="-3.00 / -5.74" gap_ev="4.933 / 7.632" lumo_energy_ev="1.93 / 1.89" charge=-1 s_squared=6.054
Cr -0.106 -0.716 -0.578 0.799
O 0.765 -0.414 1.200 -0.054
C 0.899 0.662 1.787 -0.125
C 0.432 1.948 1.365 -0.115
C 0.664 3.025 2.225 0.056
C 0.264 4.281 1.865 -0.156
C -0.367 4.514 0.628 0.009
C -0.593 3.479 -0.227 0.027
C -0.207 2.143 0.103 -0.310
O -0.450 1.207 -0.726 -0.086
N 0.499 5.398 2.772 -0.366
O 0.994 5.162 3.860 0.052
O 0.093 6.497 2.435 0.051
H 1.435 0.634 2.746 0.148
H 1.162 2.871 3.173 0.129
H -0.660 5.522 0.374 0.117
H -1.065 3.633 -1.187 0.122
O 3.584 0.356 -2.597 -0.303
S 3.019 0.096 -1.299 0.646
O 2.717 1.261 -0.489 -0.299
N 1.713 -0.899 -1.422 -0.253
C 1.970 -2.129 -0.787 -0.773
S 0.540 -3.062 -0.518 0.670
C 3.248 -2.226 -0.199 -0.253
C 3.823 -3.251 0.580 -0.036
C 5.089 -3.069 1.089 -0.103
C 5.819 -1.887 0.865 -0.108
C 5.258 -0.861 0.117 -0.064
C 3.996 -1.051 -0.407 -0.237
H 3.261 -4.156 0.775 0.102
H 5.535 -3.854 1.689 0.093
H 6.812 -1.777 1.282 0.087
H 5.793 0.066 -0.050 0.115
Cl -8.163 -2.428 -2.125 0.639
C -6.488 -2.063 -1.801 -0.665
C -5.964 -2.350 -0.551 -0.100
C -4.635 -2.048 -0.298 -0.002
C -3.847 -1.482 -1.292 -0.121
C -4.387 -1.210 -2.541 0.000
C -5.719 -1.493 -2.802 -0.099
C -2.418 -1.164 -1.024 -0.590
O -2.002 -1.043 0.167 -0.056
O -1.613 -1.016 -1.983 -0.042
H -6.590 -2.799 0.207 0.103
H -4.197 -2.244 0.671 0.124
H -3.753 -0.782 -3.305 0.125
H -6.158 -1.280 -3.766 0.103

=====

Entry 5:
88
Properties=species:S:1:pos:R:3:lowdin_charge:R:1 method="wB97M-V/def2-TZVPD" e_homo_ev=-7.51 gap_ev=6.756 lumo_energy_ev=-0.76 charge=0
C 3.360 -0.804 6.046 -0.153
C 2.321 -0.062 7.021 -0.390
P 0.883 0.480 5.939 0.926
C -0.221 1.661 6.896 -0.411
C -0.866 2.674 5.856 -0.169
O 0.014 -0.854 5.285 -0.577
S -1.135 -1.468 6.331 0.918
O -1.362 -2.887 5.933 -0.415
O -2.532 -0.647 5.876 -0.353
C -3.673 -1.346 6.417 -0.224
C -4.857 -0.353 6.729 -0.378
C -5.279 0.514 5.481 -0.041
O -4.396 0.444 7.841 -0.059
H 2.954 -0.853 5.003 0.030
H 3.539 -1.832 6.446 0.071
H 4.311 -0.220 6.101 0.071
H 2.796 0.875 7.418 0.080
H 2.019 -0.734 7.861 0.070
H -0.974 1.176 7.564 0.062
H 0.451 2.275 7.562 0.085
H -1.244 3.586 6.380 0.070
H -0.042 2.948 5.141 0.057
H -1.651 2.183 5.225 0.066
H -3.401 -1.799 7.411 0.123
H -4.068 -2.133 5.726 0.134
H -5.731 -0.982 7.048 0.142
H -4.874 0.040 4.550 0.088
H -6.387 0.676 5.410 0.080
H -4.842 1.539 5.640 0.084
H -4.889 1.275 7.809 0.084
O 2.712 2.664 1.268 -0.312
P 2.524 1.478 0.304 0.776
N 2.439 0.302 1.566 -0.301
C 2.997 -1.029 1.632 -0.123
C 1.235 0.385 2.401 -0.147
N 4.117 1.643 -0.387 -0.341
C 5.259 0.893 0.113 -0.150
C 4.559 3.036 -0.539 -0.160
N 2.145 0.295 -0.939 -0.312
C 0.750 -0.130 -0.999 -0.134
C 3.017 -0.532 -1.743 -0.118
H 2.394 -1.772 1.089 0.079
H 3.058 -1.362 2.671 0.072
H 4.019 -1.084 1.272 0.053
H 0.357 -0.003 1.868 0.071
H 1.028 1.415 2.691 0.064
H 1.345 -0.180 3.329 0.013
H 5.402 1.030 1.192 0.090
H 6.178 1.201 -0.394 0.081
H 5.182 -0.170 -0.111 0.050
H 4.935 3.447 0.404 0.076
H 3.743 3.670 -0.887 0.069
H 5.360 3.104 -1.281 0.076
H 0.584 -1.047 -0.421 0.079
H 0.425 -0.307 -2.027 0.061
H 0.094 0.648 -0.598 0.075
H 3.471 -1.340 -1.162 0.072
H 3.801 0.047 -2.231 0.082
H 2.465 -1.008 -2.560 0.082
O -0.026 -1.074 -4.940 -0.314
P -1.082 -1.309 -6.038 0.778
N -0.211 -0.428 -7.240 -0.311
C -0.694 0.480 -8.256 -0.130
C 1.034 -1.063 -7.684 -0.136
N -2.300 -0.363 -5.226 -0.339
C -2.501 1.050 -5.511 -0.144
C -2.280 -0.503 -3.765 -0.156
N -2.306 -1.834 -7.186 -0.318
C -1.891 -2.886 -8.109 -0.141
C -3.564 -1.226 -7.555 -0.123
H -1.104 -0.041 -9.134 0.077
H 0.119 1.118 -8.610 0.086
H -1.441 1.177 -7.889 0.052
H 0.832 -1.917 -8.343 0.066
H 1.615 -1.419 -6.834 0.070
H 1.673 -0.361 -8.226 0.079
H -1.575 1.628 -5.405 0.092
H -3.249 1.479 -4.837 0.083
H -2.921 1.213 -6.503 0.050
H -1.501 0.119 -3.311 0.062
H -2.103 -1.539 -3.473 0.073
H -3.241 -0.208 -3.334 0.080
H -1.531 -2.470 -9.058 0.077
H -2.709 -3.579 -8.326 0.080
H -1.088 -3.485 -7.675 0.074
H -3.426 -0.329 -8.164 0.073
H -4.175 -0.984 -6.686 0.082
H -4.175 -1.914 -8.148 0.083

=====

Entry 6:
84
Properties=species:S:1:pos:R:3:lowdin_charge:R:1 method="wB97M-V/def2-TZVPD" de_lowest_kj_mol=0.00 multiplicity=2 e_homo_ev="-7.28 / -7.87" gap_ev="7.187 / 6.741" lumo_energy_ev="-0.09 / -1.13" charge=0 s_squared=0.753
Mg -6.018 -14.648 -13.678 0.255
Cl -6.784 -13.268 -15.773 0.711
C -8.193 -14.300 -16.106 -0.595
C -8.625 -14.409 -17.437 -0.113
C -9.670 -15.281 -17.801 -0.076
C -10.334 -15.958 -16.773 -0.110
C -10.053 -15.666 -15.448 -0.679
Cl -11.167 -16.182 -14.193 0.643
C -8.875 -15.015 -15.065 -0.745
S -8.360 -15.057 -13.416 0.549
H -8.148 -13.764 -18.197 0.110
H -9.953 -15.379 -18.823 0.094
H -11.049 -16.754 -16.978 0.109
C -3.546 -16.035 -9.270 -0.061
C -2.736 -14.837 -9.844 -0.283
N -2.327 -14.999 -11.186 -0.121
C -0.905 -15.551 -11.323 -0.143
C -0.914 -17.067 -11.678 -0.068
C -3.107 -14.763 -12.299 -0.641
S -4.564 -13.797 -11.964 0.641
N -2.694 -15.150 -13.477 0.107
C -3.427 -15.667 -14.448 -0.420
O -4.680 -15.706 -14.590 -0.099
C -2.604 -16.412 -15.447 -0.145
C -1.343 -15.933 -15.868 -0.018
C -0.592 -16.632 -16.803 -0.099
C -1.089 -17.759 -17.411 -0.081
C -2.374 -18.244 -17.010 -0.048
C -3.127 -17.537 -16.048 -0.027
H -3.377 -16.172 -8.144 0.098
H -3.181 -16.937 -9.713 0.045
H -4.619 -15.955 -9.409 0.060
H -1.873 -14.642 -9.175 0.122
H -3.402 -13.969 -9.755 0.065
H -0.395 -15.323 -10.427 0.090
H -0.508 -15.049 -12.230 0.116
H -1.195 -17.695 -10.830 0.060
H 0.067 -17.350 -12.047 0.068
H -1.695 -17.170 -12.488 0.080
H -0.926 -15.125 -15.330 0.095
H 0.417 -16.291 -17.100 0.114
H -0.581 -18.237 -18.256 0.105
H -2.890 -19.087 -17.418 0.089
H -4.151 -17.853 -15.918 0.114
C -8.483 -12.224 -8.844 -0.238
Si -9.285 -11.065 -10.162 0.359
C -9.780 -9.376 -9.358 -0.213
C -10.888 -11.841 -10.749 -0.234
Ge -7.653 -10.840 -12.073 0.668
Si -8.685 -9.874 -14.052 0.307
C -9.992 -10.997 -14.788 -0.236
C -9.705 -8.242 -13.638 -0.208
C -7.352 -9.531 -15.390 -0.242
Si -6.043 -9.241 -11.446 0.235
C -5.415 -9.626 -9.703 -0.246
C -4.544 -9.360 -12.663 -0.218
C -6.550 -7.461 -11.307 -0.221
H -9.309 -12.454 -8.162 0.015
H -7.614 -11.756 -8.353 0.013
H -8.142 -13.190 -9.331 0.040
H -9.608 -8.582 -10.090 -0.002
H -9.210 -9.133 -8.454 0.023
H -10.878 -9.376 -9.205 0.029
H -11.424 -12.166 -9.837 0.041
H -10.762 -12.610 -11.493 0.016
H -11.493 -11.088 -11.202 0.006
H -10.109 -10.715 -15.835 0.023
H -10.960 -10.738 -14.223 0.055
H -9.860 -12.068 -14.742 0.000
H -10.420 -8.461 -12.830 0.015
H -10.296 -7.924 -14.496 0.020
H -9.088 -7.405 -13.301 0.002
H -7.922 -9.637 -16.330 0.019
H -6.509 -10.268 -15.452 0.006
H -6.889 -8.530 -15.261 0.026
H -5.146 -10.705 -9.702 0.023
H -6.186 -9.351 -8.961 0.024
H -4.518 -9.053 -9.462 0.023
H -4.473 -10.337 -13.200 0.021
H -3.621 -9.365 -12.089 0.015
H -4.529 -8.525 -13.314 -0.002
H -5.681 -6.847 -11.126 0.032
H -7.307 -7.347 -10.539 0.021
H -7.002 -7.213 -12.285 0.015